Model A:
84
Properties=species:S:1:pos:R:3:mulliken_charge:R:1 method="wB97M-V/def2-TZVPD" gap_ev=9.202 lumo_ev=0.65 smiles=COCCNCCOC.COCCNCCOC.CCO.CCO.CCO.CCO
O 13.298 -2.979 8.696 -0.4068
O 14.187 -2.843 11.417 -0.5382
O 16.498 -3.154 8.115 -0.3215
O 13.266 -9.417 13.094 -0.4747
O 15.556 -6.243 14.634 -0.4639
O 18.213 -0.180 2.294 -0.3057
O 21.195 -7.019 14.328 -0.2513
O 16.794 -7.171 12.268 -0.3595
N 18.320 -0.976 5.772 -0.3745
N 19.384 -5.671 12.803 -0.3556
C 11.917 -3.084 8.404 -0.2961
C 17.340 -6.080 11.523 -0.7262
C 13.893 -3.975 12.222 0.6249
C 21.263 -5.612 14.374 -0.5405
C 11.994 -9.255 12.504 0.0975
C 11.690 -10.252 11.414 -1.1679
C 16.547 -2.497 9.354 -0.7454
C 18.680 0.883 1.508 -0.7331
C 14.413 -6.914 15.157 0.3602
C 19.960 -4.944 13.925 -0.5538
C 13.461 -5.922 15.776 -1.0816
C 18.001 -2.150 6.578 -0.7321
C 16.445 -8.278 11.431 -0.8719
C 17.637 -0.963 4.473 -0.3843
C 12.652 -4.666 11.668 -0.8311
C 16.555 -2.201 7.059 -0.5824
C 18.079 -5.130 12.420 -0.4788
C 17.966 0.245 3.643 -0.5229
C 11.119 -2.045 9.208 -1.0794
C 22.156 -7.685 15.091 -0.7834
H 15.944 -6.729 13.889 0.4051
H 14.801 -7.573 15.950 0.3470
H 19.333 -4.956 14.826 0.2872
H 18.083 1.796 1.647 0.3027
H 13.836 -2.948 7.902 0.1698
H 14.713 -4.701 12.272 -0.2569
H 18.830 0.743 4.098 0.3021
H 17.449 -4.972 13.311 0.2149
H 20.208 -3.936 13.597 0.2884
H 18.591 -2.106 7.497 0.3895
H 17.944 -1.835 3.871 0.2928
H 11.651 -1.095 9.222 0.2988
H 11.745 -2.707 7.389 0.3888
H 16.179 -9.029 12.175 0.2424
H 11.897 -8.254 12.076 -0.0264
H 13.968 -7.566 14.402 -0.1699
H 13.953 -2.969 10.481 0.2677
H 11.781 -4.095 12.003 0.2128
H 19.219 -6.632 13.086 0.2901
H 11.497 -4.085 8.486 0.2781
H 12.404 -10.338 10.592 0.3035
H 21.840 -8.732 15.116 0.2463
H 10.968 -2.310 10.256 0.2012
H 10.821 -9.859 10.863 0.3735
H 17.974 -6.467 10.713 0.4961
H 13.939 -5.462 16.641 0.3151
H 18.330 -3.079 6.092 0.3232
H 21.372 -5.264 15.413 0.3672
H 16.516 -5.625 10.956 0.3215
H 13.271 -9.923 13.907 0.2703
H 12.631 -4.774 10.587 0.3699
H 16.577 -1.101 4.695 0.2671
H 17.304 -8.605 10.845 0.3172
H 17.346 -1.749 9.441 0.3241
H 13.196 -5.159 15.043 0.1285
H 11.417 -11.255 11.742 0.2913
H 12.551 -6.423 16.112 0.3658
H 17.150 0.965 3.533 0.3122
H 19.316 -0.999 5.573 0.2538
H 15.657 -1.879 9.546 0.3240
H 18.167 -4.137 11.976 0.4078
H 13.686 -3.624 13.233 0.1590
H 10.137 -1.906 8.753 0.4049
H 19.728 1.164 1.654 0.2800
H 16.315 -1.208 7.445 0.3950
H 11.218 -9.315 13.275 0.2998
H 12.482 -5.672 12.068 0.0503
H 18.546 0.597 0.463 0.2602
H 16.554 -3.142 10.230 0.2040
H 22.151 -7.413 16.155 0.3219
H 23.162 -7.601 14.669 0.2821
H 15.567 -8.074 10.815 0.3146
H 22.163 -5.311 13.822 0.3458
H 15.883 -2.455 6.241 0.4573

Model B:
84
Properties=species:S:1:pos:R:3:mulliken_charge:R:1 method="wB97M-V/def2-TZVPD" gap_ev=8.937 lumo_ev=0.64 smiles=COCCNCCOC.COCCNCCOC.CCO.CCO.CCO.CCO
O 3.207 1.117 -4.794 -0.3887
O -1.190 2.999 2.708 -0.3957
O -1.030 -0.033 -0.463 -0.5245
O 1.351 1.716 -1.028 -0.0443
O -5.777 -0.317 6.807 -0.3121
O 2.695 -2.938 0.253 -0.4632
O -0.215 3.007 -3.046 -0.4740
O 0.135 -4.961 -3.391 -0.4154
N 1.416 -1.584 -3.480 -0.2054
N -3.608 1.069 4.300 -0.2395
C 3.192 -3.602 2.415 -1.3019
C -4.975 -0.255 5.902 -0.8222
C -1.168 -1.547 1.184 -1.7591
C 3.047 0.342 -0.340 -0.4586
C -0.631 -1.345 -0.166 1.4445
C -2.916 2.279 4.197 -0.8233
C 2.225 -2.836 1.566 0.0527
C -0.048 2.516 1.970 -0.3757
C -0.466 4.329 -2.645 -0.1191
C 2.724 1.663 -0.775 -0.4759
C -5.197 -0.495 8.095 -0.6634
C 2.660 -0.975 -3.909 -0.8218
C 2.294 0.473 -4.269 0.0956
C -1.626 1.872 3.439 -0.0656
C 0.057 5.250 -3.680 -1.1504
C 0.053 -5.090 -4.768 -0.7716
C -4.548 1.092 5.383 -0.4680
C 0.227 -3.621 -2.953 -0.4087
C 1.544 -2.991 -3.216 0.0675
C 2.972 2.419 -5.223 -1.0142
H 0.394 -1.540 -0.218 -0.5268
H 2.170 -3.139 -2.314 0.0362
H 2.118 -3.583 -4.021 0.2665
H 1.223 2.287 -1.781 -0.0844
H 1.003 -1.193 -2.668 0.1047
H 3.439 -4.550 1.933 0.3518
H -1.756 0.932 2.916 -0.0323
H -0.690 -0.796 1.824 0.1861
H 3.285 1.898 -1.693 0.2940
H 2.042 -1.820 1.780 0.3130
H -4.006 1.524 6.267 0.1978
H 2.668 0.175 0.718 0.0696
H 1.943 0.981 -3.389 -0.0425
H 3.308 -1.425 -4.649 0.5291
H 0.853 2.467 2.607 0.2973
H -1.069 -2.038 -0.891 0.1242
H -0.597 -3.027 -3.443 0.4005
H 0.106 3.305 1.199 0.1876
H 0.326 6.241 -3.369 0.3936
H 2.741 -3.882 0.084 0.2678
H 1.434 0.251 -4.860 0.4714
H -0.187 -6.156 -5.076 0.2599
H 2.845 -3.765 3.474 0.3535
H -4.648 -1.474 8.117 0.2904
H -5.449 -0.725 5.055 0.3249
H -5.347 1.687 5.098 0.2954
H 1.969 2.449 -5.470 0.4245
H 1.049 -5.063 -5.312 0.2442
H 0.916 4.930 -4.233 0.2430
H 2.594 -0.414 -1.005 -0.2307
H 4.069 0.061 -0.438 0.4801
H -0.590 -4.393 -5.209 0.3725
H -1.470 4.549 -2.451 0.4061
H 3.370 -0.983 -3.024 0.1675
H -1.106 -2.511 1.497 0.5351
H -0.647 5.513 -4.523 0.3327
H -0.182 1.572 1.374 0.1235
H -2.860 2.930 5.069 0.4774
H -3.631 2.784 3.563 0.3395
H 0.045 -3.557 -1.908 0.0544
H -2.195 -1.334 1.135 0.4953
H 2.868 2.469 -0.058 0.3380
H -6.016 -0.489 8.807 0.2385
H -4.161 0.854 3.462 0.2582
H -0.860 2.863 -3.788 0.2556
H 1.261 -3.326 1.677 0.1001
H 3.420 2.940 -6.132 0.3272
H 0.097 4.437 -1.707 0.1272
H -0.207 0.440 -0.647 0.0635
H -4.458 0.294 8.297 0.2936
H -4.172 -0.890 5.980 0.5625
H 4.158 -3.080 2.616 0.2913
H -0.880 1.614 4.140 0.3000
H 3.063 3.154 -4.485 0.3521

According to the calculations, the structures order from most to least stable as model A, model B.

Model A:
61
Properties=species:S:1:pos:R:3:mulliken_charge:R:1 method="wB97M-V/def2-TZVPD" gap_ev=8.896 lumo_ev=0.67 smiles="COCCN(C)C(=O)C[C@H]1C(=O)NCCN1CC(c1ccccc1)c1ccccc1"
O 0.556 2.401 -3.686 -0.2324
O 3.017 -1.691 -2.822 -0.7016
O 0.047 -1.283 -2.002 -0.5923
N 1.235 -1.399 1.408 0.4504
N -0.035 -2.968 -0.533 0.1482
N 2.657 0.484 -2.377 0.0928
C 2.810 -0.809 -2.008 0.7492
C 0.443 -0.588 2.296 -1.5953
C -1.604 1.409 -1.007 -1.0546
C 1.205 -2.830 1.578 -0.9230
C -1.674 -0.479 4.592 -0.3282
C 2.480 1.610 -1.495 -0.8538
C -2.961 -0.555 -1.133 -0.8938
C -2.788 2.027 4.328 -0.8555
C -2.180 0.169 5.702 -0.7627
C -1.109 -0.638 2.166 1.2252
C -2.496 0.615 -1.705 -0.5631
C -1.170 1.029 0.250 0.1819
C -2.738 1.430 5.574 -0.4773
C -2.277 1.377 3.217 -0.2801
C 0.945 1.091 -4.051 -0.0849
C 2.423 0.768 -3.778 -1.1017
C 0.097 -3.541 0.786 -0.6648
C 0.369 -1.746 -0.925 -0.3837
C 1.305 -0.997 0.019 1.3856
C -2.515 -0.939 0.118 -0.0757
C 0.905 3.392 -4.617 -0.8155
C 2.746 -1.143 -0.523 -1.4604
C -1.707 0.117 3.335 -0.2287
C -1.602 -0.165 0.823 0.3140
H 2.889 1.408 -0.509 0.3951
H 1.027 0.055 -0.050 -0.4765
H 1.426 1.885 -1.412 0.0643
H 0.480 3.174 -5.605 0.3284
H -2.341 1.854 2.251 0.4270
H -0.651 -3.443 -1.180 0.3838
H 1.100 -3.060 2.639 0.5032
H -3.231 3.006 4.215 0.4116
H 0.731 0.925 -5.115 0.5197
H 0.699 -0.892 3.316 0.6710
H 2.172 -3.221 1.245 0.3823
H -3.137 1.939 6.439 0.3872
H -2.820 0.906 -2.692 0.4135
H 0.490 4.327 -4.245 0.2565
H 3.071 -2.180 -0.435 0.4116
H 2.696 -0.131 -4.333 0.3733
H -2.145 -0.313 6.669 0.3879
H -3.661 -1.179 -1.668 0.4118
H -0.478 1.666 0.785 0.5238
H 3.419 -0.522 0.069 0.3944
H -0.864 -3.471 1.313 0.2452
H -1.411 -1.684 2.288 0.2313
H 0.773 0.447 2.177 0.0492
H 3.016 2.463 -1.918 0.3535
H 1.991 3.502 -4.723 0.2842
H -1.251 -1.469 4.702 0.3926
H 0.344 -4.604 0.690 0.4906
H 3.067 1.597 -4.090 0.4181
H -2.878 -1.862 0.553 0.4180
H -1.235 2.321 -1.453 0.4080
H 0.329 0.413 -3.453 -0.0792

Model B:
61
Properties=species:S:1:pos:R:3:mulliken_charge:R:1 method="wB97M-V/def2-TZVPD" gap_ev=8.906 lumo_ev=0.50 smiles="C[C@H]1CCCN(C(=O)C(=O)c2cn(CC(=O)N3CCCCCC3)c3ccccc23)C1"
O -0.223 -2.312 -2.393 -0.6886
O -0.176 2.975 2.009 -0.6740
O -1.454 0.018 2.029 -0.6579
N 1.116 -2.795 -0.644 0.2661
N 1.583 0.147 -1.185 0.2692
N -2.638 1.460 0.751 0.1228
C 2.340 -2.601 0.111 -0.0955
C -0.313 1.986 1.316 0.1123
C 0.990 -2.333 2.274 0.1192
C 2.550 1.065 -0.840 0.0346
C -2.849 2.193 -1.559 -0.1099
C 0.468 0.399 -0.465 -0.9775
C -0.812 -3.369 0.790 0.3504
C 3.852 1.218 -1.299 -0.8054
C 2.784 2.945 0.680 -0.3887
C 4.076 3.090 0.220 -0.6918
C 0.663 1.472 0.379 0.7639
C 0.780 -2.089 -1.737 0.5254
C 2.216 -2.948 1.597 -1.1597
C 4.601 2.240 -0.755 -0.6363
C 0.208 -3.856 -0.242 -1.3892
C 1.703 -0.926 -2.140 -0.7742
C -0.246 -3.226 2.198 -1.1066
C -1.534 1.066 1.407 1.1167
C -2.714 2.625 -0.097 -0.9440
C 2.008 1.922 0.145 -0.5826
C -4.057 1.273 -1.722 -1.1782
C -3.950 0.072 -0.780 1.7296
C -3.782 0.579 0.657 -1.4423
C -5.171 -0.834 -0.888 -1.8649
H -5.276 -1.208 -1.904 0.4171
H -2.955 3.077 -2.190 0.4361
H 1.373 -0.591 -3.131 0.2934
H -0.001 -4.215 2.596 0.3900
H 0.757 -1.360 1.840 -0.2603
H 0.786 -4.697 0.144 0.5189
H -1.204 -2.404 0.464 -0.3814
H -1.828 3.244 0.045 0.4121
H 3.124 -2.573 2.074 0.4277
H 4.699 3.877 0.617 0.4288
H 1.220 -2.168 3.328 0.3749
H 2.371 3.597 1.432 0.6000
H -0.320 -4.175 -1.144 0.5665
H -5.076 -1.683 -0.217 0.4318
H -4.679 1.127 0.965 0.2968
H -1.941 1.666 -1.862 -0.0425
H 5.617 2.387 -1.090 0.4012
H 3.139 -3.214 -0.332 0.1755
H 4.265 0.568 -2.056 0.4164
H -3.594 3.209 0.197 0.4555
H 2.640 -1.555 0.050 0.1828
H 2.744 -1.249 -2.209 0.4391
H -6.075 -0.288 -0.627 0.3751
H -4.970 1.829 -1.494 0.3245
H 2.203 -4.029 1.741 0.4297
H -1.645 -4.074 0.811 0.3849
H -0.411 -0.204 -0.594 1.1558
H -3.615 -0.251 1.347 0.5074
H -1.020 -2.789 2.830 0.4788
H -4.123 0.928 -2.755 0.4279
H -3.059 -0.507 -1.050 -0.3077

Model C:
61
Properties=species:S:1:pos:R:3:mulliken_charge:R:1 method="wB97M-V/def2-TZVPD" gap_ev=9.439 lumo_ev=0.49 smiles="COC1CCN(C(=O)c2ccc(OC3CCN(Cc4ccccn4)CC3)cc2)CC1"
O -1.223 -3.758 -0.409 -0.5419
O 4.390 -2.073 1.999 -0.6713
O 5.334 2.499 -1.701 -0.3814
N 3.785 -0.059 1.188 0.1413
N -6.384 1.669 0.252 -0.5417
N -3.811 -0.456 -0.955 0.3957
C -2.105 -1.954 -1.841 -0.3620
C 1.320 -2.366 1.834 -0.6022
C 5.740 1.073 0.265 -0.6480
C -4.122 -1.386 0.116 -1.0130
C 3.577 -1.378 1.418 0.3785
C -4.922 0.440 -1.221 -0.8143
C -4.043 1.980 0.567 -0.3363
C 5.056 0.543 1.524 -1.1482
C 0.145 -2.946 1.392 -0.4501
C -2.352 -2.945 -0.702 -0.0319
C -2.875 -2.170 0.509 -0.4964
C 0.898 -2.734 -0.879 -0.3814
C -4.283 2.867 1.600 -0.4527
C 2.865 0.847 0.548 -0.8168
C 4.820 2.069 -0.456 0.2220
C 3.474 1.399 -0.741 -0.5551
C -5.597 3.152 1.946 -0.4267
C -5.130 1.401 -0.083 0.3703
C -6.607 2.524 1.236 -0.1864
C 2.280 -1.942 0.924 0.0344
C 6.418 3.389 -1.624 -0.7507
C -3.383 -1.177 -2.139 -1.1538
C -0.080 -3.123 0.031 0.1478
C 2.068 -2.147 -0.435 -0.1279
H 6.594 3.741 -2.639 0.2812
H 6.680 1.551 0.543 0.4297
H -4.483 -0.813 0.974 0.4730
H -1.323 -1.252 -1.542 0.2028
H -4.164 -1.874 -2.495 0.3573
H 6.184 4.244 -0.978 0.3070
H -3.106 -3.678 -1.016 0.2912
H 2.827 -1.856 -1.146 0.4814
H -5.829 3.839 2.744 0.3740
H 7.326 2.902 -1.252 0.2818
H 4.889 1.363 2.233 0.3707
H -0.598 -3.282 2.099 0.4867
H -5.867 -0.095 -1.409 0.2491
H 0.740 -2.908 -1.932 0.4926
H -7.649 2.707 1.463 0.3962
H -3.189 -0.451 -2.933 0.4693
H -3.110 -2.858 1.322 0.3203
H 5.960 0.247 -0.412 0.2264
H 1.926 0.334 0.340 0.4310
H -3.043 1.720 0.260 0.4194
H 1.499 -2.240 2.891 0.4765
H 3.642 0.591 -1.453 0.1236
H -4.922 -2.088 -0.185 0.2819
H 5.666 -0.225 2.004 0.4748
H 2.662 1.679 1.237 0.3477
H -4.681 1.021 -2.118 0.4322
H -2.107 -1.472 0.849 0.2872
H -1.777 -2.485 -2.735 0.3753
H 2.798 2.120 -1.200 0.4063
H 4.663 2.947 0.196 0.2533
H -3.463 3.332 2.129 0.4004

According to the calculations, the structures order from most to least stable as model B, model A, model C.